Here is a cluster of 2 separate species, C14H27BF3INO11P2S in total at a distorted geometry from OMol25. Energies are from ωB97M-V/def2-TZVPD.

Computed properties:
Energy = -3134.7911 hartree
Spin multiplicity = 1
Total charge = -1

```
61
C14H27BF3INO11P2S | OMol25 | ωB97M-V/def2-TZVPD
C 1.67 -1.91 -1.81
C 1.45 -0.31 -1.36
C 0.44 -0.09 -0.09
P 1.51 -0.65 1.38
O 2.91 -1.32 1.02
O 1.91 0.51 2.59
O 0.58 -1.91 2.20
O -0.38 -1.34 -0.30
C -1.71 -1.17 -0.88
B -1.96 -0.87 -2.47
O -2.68 -1.82 -3.40
O -1.57 0.42 -3.14
P -2.72 -2.72 -0.42
O -2.10 -4.05 -1.42
I -5.12 -2.49 -0.97
C -2.05 0.30 -0.16
N -2.78 -0.16 1.06
C -0.62 1.17 0.01
C -0.77 1.74 1.57
C -1.89 2.73 2.04
C -3.24 3.06 1.22
C -1.20 4.22 2.39
C -0.70 2.50 -0.82
C 0.54 2.75 -2.07
C 0.98 4.42 -2.31
O 1.91 3.28 -1.57
H 1.78 -2.64 -0.90
H 0.91 -2.25 -2.63
H 2.74 -1.90 -2.34
H 0.87 0.06 -2.33
H 2.49 0.20 -1.21
H 2.50 1.20 2.17
H 0.93 -2.06 3.13
H -3.57 -1.33 -3.52
H -2.33 1.04 -2.94
H -1.88 -4.84 -0.83
H -2.89 0.85 -0.79
H -3.78 -0.40 0.92
H -2.26 -0.81 1.68
H -0.72 0.84 2.34
H 0.28 2.31 1.73
H -2.27 2.38 3.12
H -4.02 2.17 1.12
H -3.10 3.51 0.13
H -3.83 3.91 1.82
H -0.20 4.10 3.02
H -2.01 4.84 2.97
H -0.96 4.84 1.40
H -0.35 3.40 -0.12
H -1.68 2.73 -1.42
H 0.48 2.03 -3.10
H 1.54 5.09 -1.55
H -0.06 4.66 -1.84
C 4.90 -4.64 1.76
F 5.72 -3.54 1.79
F 5.35 -5.48 2.75
F 3.67 -4.20 2.17
S 4.85 -5.46 0.08
O 6.24 -5.86 -0.20
O 4.35 -4.44 -0.85
O 3.94 -6.60 0.22
```